Computed, not measured: C32H30N3O3PRu as an isolated structure, with wB97M-V/def2-TZVPD.

## Properties
Maximum force ... 4.753 eV Å⁻¹
Charge ... +4
Electronic energy ... -2061.9501 Ha
Expectation value of S² ... 6.06
Spin multiplicity ... 5

```
70
C32H30N3O3PRu, DFT wB97M-V/def2-TZVPD
N -1.754 0.275 -1.917
C -2.241 -0.166 -2.881
C -2.411 -0.997 -4.037
H -1.687 -0.679 -4.808
H -3.435 -0.964 -4.437
H -2.173 -2.021 -3.697
N -3.399 1.698 2.644
C -4.362 1.435 3.258
C -5.139 0.955 4.357
H -6.194 0.917 4.049
H -4.973 1.640 5.216
H -4.776 -0.058 4.613
N 0.340 2.842 0.930
C 1.158 3.636 0.670
C 2.430 4.275 0.594
H 2.971 3.916 1.491
H 2.334 5.372 0.615
H 2.938 3.952 -0.332
Ru -2.424 1.624 0.777
C -1.018 1.137 2.065
O -0.299 0.910 2.927
C -2.716 -0.232 0.506
O -2.778 -1.375 0.406
C -3.636 2.267 -1.116
C -2.449 2.801 -1.633
C -1.657 3.630 -0.862
C -2.111 4.033 0.406
C -3.332 3.575 0.897
C -4.104 2.650 0.168
H -4.289 1.664 -1.731
H -2.097 2.635 -2.649
H -0.710 3.949 -1.294
H -1.548 4.748 0.997
H -3.682 3.994 1.825
H -5.060 2.307 0.512
O 0.558 0.110 -0.356
P 1.451 -1.073 -0.289
C 0.515 -2.607 -0.362
C 0.181 -3.322 0.802
C -0.524 -4.537 0.699
C -0.939 -5.012 -0.546
C -0.659 -4.283 -1.705
C 0.079 -3.089 -1.611
C 2.648 -1.073 -1.602
C 3.953 -1.547 -1.430
C 4.848 -1.596 -2.510
C 4.433 -1.180 -3.785
C 3.130 -0.681 -3.960
C 2.260 -0.610 -2.865
C 2.347 -0.988 1.253
C 2.562 0.282 1.821
C 3.315 0.417 2.996
C 3.878 -0.719 3.585
C 3.659 -1.981 3.038
C 2.890 -2.125 1.868
H 0.478 -2.939 1.784
H -0.771 -5.081 1.616
H -1.508 -5.935 -0.611
H -1.015 -4.623 -2.677
H 0.328 -2.536 -2.522
H 4.281 -1.871 -0.441
H 5.881 -1.944 -2.352
H 5.126 -1.228 -4.635
H 2.806 -0.343 -4.951
H 1.264 -0.191 -2.992
H 2.116 1.163 1.342
H 3.445 1.407 3.440
H 4.480 -0.608 4.479
H 4.077 -2.877 3.504
H 2.711 -3.121 1.447
```

***

Computed, not measured: C32H30N4O3PS2Tc as an isolated structure, with wB97M-V/def2-TZVPD.

## Properties
Energy above the lowest of the compared OMol25 structures with the same formula, charge and spin ... 0.317 eV
Maximum force ... 0.738 eV Å⁻¹
Charge ... +3
Expectation value of S² ... 3.79
Spin multiplicity ... 4

```
73
C32H30N4O3PS2Tc, DFT wB97M-V/def2-TZVPD
Tc -0.919 0.504 0.074
O -4.106 -3.849 -0.518
C -3.651 -3.709 -1.712
C -4.064 -4.682 -2.687
C -3.625 -4.569 -3.971
C -2.765 -3.510 -4.322
C -2.341 -2.548 -3.366
C -2.763 -2.621 -2.075
C -2.344 -1.619 -1.064
O -1.524 -0.668 -1.424
N -2.825 -1.709 0.124
N -2.396 -0.631 0.931
C -2.991 -0.589 2.107
S -4.161 -1.765 2.562
C -4.269 -1.233 4.292
C -4.072 0.266 4.318
S -2.648 0.646 3.254
H -3.747 -3.100 0.062
H -4.723 -5.475 -2.358
H -3.933 -5.284 -4.722
H -2.418 -3.427 -5.344
H -1.682 -1.744 -3.664
H -3.506 -1.762 4.861
H -5.254 -1.515 4.661
H -3.838 0.631 5.316
H -4.935 0.801 3.927
C -0.657 5.424 2.656
N -0.399 3.997 2.397
C 0.375 3.159 3.166
C 0.334 1.940 2.576
N -0.457 2.028 1.441
C -0.874 3.290 1.373
H 0.006 5.752 3.450
H -1.690 5.562 2.965
H -0.455 6.000 1.758
H 0.878 3.503 4.055
H 0.811 1.021 2.871
H -1.501 3.708 0.600
O 0.632 -0.562 0.505
P 1.903 -0.062 -0.283
C 1.311 1.464 -1.024
C 0.385 1.353 -2.078
C -0.169 2.500 -2.640
C 0.218 3.749 -2.177
C 1.137 3.866 -1.137
C 1.675 2.734 -0.551
C 2.250 -1.264 -1.528
C 1.514 -2.448 -1.587
C 1.830 -3.396 -2.549
C 2.863 -3.160 -3.444
C 3.592 -1.976 -3.390
C 3.292 -1.027 -2.429
C 3.281 0.205 0.782
C 4.317 1.071 0.422
C 5.426 1.187 1.244
C 5.504 0.442 2.414
C 4.481 -0.431 2.765
C 3.367 -0.557 1.952
H 0.134 0.378 -2.478
H -0.868 2.416 -3.462
H -0.183 4.641 -2.643
H 1.441 4.846 -0.793
H 2.389 2.830 0.257
H 0.721 -2.630 -0.873
H 1.279 -4.326 -2.595
H 3.115 -3.908 -4.185
H 4.397 -1.801 -4.090
H 3.874 -0.113 -2.382
H 4.272 1.646 -0.495
H 6.234 1.851 0.968
H 6.373 0.536 3.052
H 4.562 -1.025 3.666
H 2.578 -1.252 2.216
```